(1)
C23H25ClN4STi | ωB97M-V/def2-TZVPD

XYZ file:
```
55
Properties=species:S:1:pos:R:3
Ti 1.292 0.469 -1.201
C -1.817 1.283 -2.849
C -0.384 0.882 -3.019
C 0.617 1.840 -3.194
C 1.967 1.489 -3.300
C 3.025 2.545 -3.448
C 2.294 0.114 -3.315
C 1.310 -0.877 -3.193
C 1.673 -2.333 -3.275
C -0.013 -0.478 -2.983
H -2.078 1.312 -1.788
H -2.480 0.572 -3.341
H -1.994 2.275 -3.261
H 0.349 2.888 -3.228
H 3.402 2.855 -2.473
H 2.618 3.425 -3.944
H 3.867 2.172 -4.030
H 3.324 -0.184 -3.461
H 1.335 -2.874 -2.391
H 2.751 -2.461 -3.356
H 1.207 -2.787 -4.151
H -0.789 -1.229 -2.908
S 0.994 2.704 -0.350
C -0.070 2.227 0.978
N -0.469 3.232 1.790
N -1.241 2.966 2.844
C -1.925 1.802 3.284
C -1.805 1.443 4.618
C -2.520 0.361 5.120
C -3.357 -0.365 4.290
C -3.491 0.016 2.956
C -2.791 1.096 2.455
N -0.372 0.982 1.213
N 0.138 0.064 0.315
C -0.013 -1.246 0.869
C 0.067 -1.454 2.245
C -0.028 -2.739 2.759
C -0.203 -3.837 1.923
C -0.297 -3.628 0.556
C -0.210 -2.341 0.039
H -1.156 3.702 3.529
H -1.132 1.998 5.261
H -2.408 0.085 6.161
H -3.906 -1.215 4.672
H -4.150 -0.536 2.299
H -2.898 1.393 1.423
H 0.194 -0.602 2.897
H 0.036 -2.884 3.830
H -0.274 -4.836 2.331
H -0.456 -4.465 -0.114
H -0.327 -2.181 -1.025
Cl 3.794 0.755 -0.452
C 2.768 -0.775 -0.349
H 3.287 -1.526 -0.947
H 2.747 -1.091 0.691
```

Calculated values
Kohn-Sham gap (alpha / beta)	6.4 / 6.6	eV
⟨S²⟩	2.0410
charge	0
multiplicity	3
energy relative to the best compared isomer or geometry (same formula, charge and spin)	0.0000	eV



(2)
C45H38HfIN4OPSi | ωB97M-V/def2-TZVPD

XYZ file:
```
92
Properties=species:S:1:pos:R:3
Hf -0.378 -0.040 -0.172
C -1.915 -0.070 6.529
C -0.557 -0.335 6.443
C 0.025 -0.595 5.210
C -0.760 -0.582 4.060
C -2.126 -0.311 4.148
C -2.700 -0.058 5.382
P -0.072 -0.972 2.438
C 1.598 -1.625 2.673
C 1.895 -2.982 2.564
C 3.206 -3.419 2.706
C 4.221 -2.508 2.964
C 3.930 -1.154 3.077
C 2.625 -0.713 2.924
C -1.131 -2.233 1.702
C -1.613 -3.374 2.347
C -2.440 -4.237 1.653
C -2.800 -3.952 0.334
C -2.343 -2.803 -0.288
C -1.489 -1.909 0.376
H -2.367 0.125 7.492
H 0.051 -0.351 7.337
H 1.083 -0.816 5.149
H -2.745 -0.307 3.257
H -3.760 0.147 5.449
H 1.109 -3.699 2.365
H 3.431 -4.474 2.627
H 5.239 -2.854 3.087
H 4.718 -0.445 3.296
H 2.401 0.345 3.020
H -1.356 -3.572 3.381
H -2.823 -5.127 2.133
H -3.455 -4.632 -0.195
H -2.674 -2.598 -1.302
N 0.215 3.050 -4.750
C -0.111 1.839 -4.275
C -0.052 1.552 -2.891
N -0.369 0.343 -2.443
C -0.756 -0.600 -3.321
C -0.797 -0.299 -4.669
N -0.477 0.893 -5.144
H 0.320 3.839 -4.133
H 0.112 3.217 -5.737
H 0.230 2.312 -2.171
H -1.017 -1.578 -2.939
H -1.100 -1.051 -5.388
O -0.735 1.806 0.216
Si -1.813 3.101 0.195
C -1.108 4.375 -0.976
C -1.671 4.639 -2.225
C -1.108 5.583 -3.077
C 0.044 6.260 -2.699
C 0.623 6.006 -1.460
C 0.043 5.081 -0.605
C -1.979 3.795 1.897
C -2.499 5.081 2.076
C -2.661 5.606 3.349
C -2.290 4.858 4.459
C -1.757 3.587 4.297
C -1.607 3.062 3.023
C -3.357 2.327 -0.519
C -4.527 3.086 -0.639
C -5.688 2.547 -1.172
C -5.713 1.226 -1.600
C -4.571 0.447 -1.490
C -3.419 1.009 -0.959
H -2.572 4.118 -2.535
H -1.578 5.801 -4.028
H 0.478 7.002 -3.357
H 1.506 6.551 -1.155
H 0.477 4.929 0.379
H -2.772 5.687 1.218
H -3.068 6.600 3.477
H -2.412 5.272 5.452
H -1.460 3.005 5.161
H -1.182 2.072 2.908
H -4.538 4.119 -0.307
H -6.577 3.158 -1.252
H -6.621 0.805 -2.010
H -4.580 -0.588 -1.806
H -2.561 0.324 -0.903
I 1.801 -2.351 -1.209
C 2.715 -0.587 -0.597
C 4.084 -0.423 -0.606
C 4.591 0.797 -0.182
C 3.720 1.796 0.231
C 2.365 1.548 0.212
N 1.862 0.366 -0.202
H 4.730 -1.224 -0.935
H 5.661 0.962 -0.175
H 4.083 2.757 0.566
H 1.638 2.284 0.527
```

Calculated values
Kohn-Sham gap	7.2	eV
charge	+2
energy relative to the best compared isomer or geometry (same formula, charge and spin)	0.0000	eV



(3)
C27H28AuBCl2N2O5 | ωB97M-V/def2-TZVPD

XYZ file:
```
66
Properties=species:S:1:pos:R:3
Au -2.466 1.118 1.248
N -5.433 4.112 0.860
C -4.338 3.382 1.073
O -4.184 2.338 0.410
C -3.371 3.770 2.184
C -2.766 2.531 2.812
H -5.969 3.891 0.051
H -5.582 4.994 1.349
H -3.856 4.463 2.867
H -2.614 4.369 1.702
H -3.487 2.014 3.453
H -1.824 2.696 3.345
Cl -3.016 1.653 -4.565
C -1.804 2.698 -3.900
C -1.330 3.740 -4.667
C -0.379 4.611 -4.163
C 0.061 4.441 -2.875
C -0.408 3.379 -2.130
Cl 0.297 3.136 -0.565
C -1.361 2.470 -2.609
N -1.830 1.357 -1.913
C -1.171 0.097 -1.920
C 0.199 -0.024 -2.192
C 0.857 -1.194 -1.910
C 0.221 -2.307 -1.330
C -1.130 -2.234 -1.165
C -1.906 -1.048 -1.440
C -3.307 -1.077 -1.299
C -3.754 -2.733 1.960
O -3.381 -3.740 1.503
O -4.224 -1.754 2.389
H -1.620 3.838 -5.692
H 0.110 5.314 -4.812
H 0.857 5.013 -2.434
H -2.815 1.282 -1.916
H 0.731 0.884 -2.539
H 1.927 -1.270 -2.163
H 0.801 -3.164 -1.056
H -1.700 -3.099 -0.745
H -3.805 -1.985 -0.957
H -3.969 -0.315 -1.612
C 5.160 -3.908 1.721
C 4.644 -2.591 1.221
C 5.514 -1.493 1.833
C 4.758 -2.645 -0.290
C 3.143 -2.344 1.576
C 2.318 -3.336 2.001
C 0.912 -3.169 2.234
C 0.397 -1.924 1.999
O -0.873 -1.467 1.974
B -0.908 -0.127 1.580
O 0.455 0.242 1.337
C 1.198 -0.870 1.533
C 2.547 -1.060 1.340
H 6.228 -3.999 1.372
H 4.612 -4.741 1.274
H 5.039 -4.020 2.810
H 6.566 -1.776 1.658
H 5.313 -1.482 2.904
H 5.281 -0.470 1.510
H 5.809 -2.878 -0.549
H 4.478 -1.706 -0.762
H 4.097 -3.377 -0.748
H 2.707 -4.336 2.218
H 0.283 -3.970 2.599
H 3.063 -0.200 1.025
```

Calculated values
Kohn-Sham gap (alpha / beta)	6.7 / 7.5	eV
⟨S²⟩	2.0498
charge	0
multiplicity	3



(4)
C22H28N6O | ωB97M-V/def2-TZVPD

XYZ file:
```
57
Properties=species:S:1:pos:R:3
C -5.915 -2.699 0.181
C -4.394 -2.757 0.089
N -3.801 -1.488 -0.313
C -3.473 -1.303 -1.711
C -4.612 -0.686 -2.524
C -3.672 -0.552 0.657
O -3.993 -0.784 1.808
C -3.045 0.796 0.286
C -3.668 1.913 1.135
C -2.683 3.070 1.335
C -1.677 3.123 0.191
N -0.873 1.918 0.212
C 0.456 1.985 0.031
N 0.952 3.165 -0.366
C 2.247 3.282 -0.598
N 3.181 2.363 -0.494
C 2.716 1.184 -0.071
C 1.355 0.905 0.222
C 1.382 -0.439 0.666
N 2.598 -0.918 0.635
N 3.420 0.051 0.186
C 4.793 -0.189 0.065
C 5.653 0.793 -0.412
C 7.003 0.509 -0.510
C 7.495 -0.730 -0.143
C 6.637 -1.717 0.335
C 7.177 -3.057 0.734
C 5.285 -1.437 0.435
C -1.544 0.690 0.574
H -6.296 -3.655 0.527
H -6.206 -1.931 0.892
H -6.363 -2.475 -0.784
H -3.994 -3.003 1.077
H -4.081 -3.525 -0.622
H -3.229 -2.285 -2.127
H -2.576 -0.687 -1.801
H -5.461 -1.362 -2.571
H -4.274 -0.487 -3.538
H -4.945 0.247 -2.077
H -3.189 1.021 -0.770
H -3.958 1.493 2.099
H -4.575 2.266 0.640
H -2.135 2.941 2.269
H -3.220 4.017 1.394
H -2.196 3.216 -0.771
H -0.997 3.969 0.291
H 2.576 4.261 -0.920
H 0.588 -1.066 1.018
H 5.261 1.756 -0.693
H 7.678 1.267 -0.879
H 8.552 -0.939 -0.224
H 7.905 -2.947 1.537
H 6.380 -3.712 1.074
H 7.682 -3.529 -0.108
H 4.591 -2.177 0.801
H -1.115 -0.130 -0.009
H -1.403 0.463 1.640
```

Calculated values
Kohn-Sham gap	8.7	eV
SMILES string	CCN(CC)C(=O)[C@H]1CCCN(c2ncnc3c2cnn3-c2cccc(C)c2)C1
charge	0
energy relative to the best compared isomer or geometry (same formula, charge and spin)	0.0000	eV



no.,molecular weight (g mol⁻¹)
1,472.868
2,1015.280
3,739.215
4,392.507